Molecular formula: C30H24ClNO4PTl
Method: DFT, ωB97M-V/def2-TZVPD

Values from the calculation:
E_HOMO = -7.936 eV
Kohn-Sham gap = 7.191 eV
LUMO energy = -0.74 eV

The geometry in XYZ format:
```
62
Properties=species:S:1:pos:R:3:forces:R:3
C 2.444456 0.915649 1.057808 -0.3 0.2 0.9
C 1.691994 2.001149 0.481229 0.0 0.3 0.7
C 0.593928 2.304924 1.373380 0.6 0.2 0.2
H 1.900836 2.465229 -0.483091 0.1 -0.1 0.5
C 0.673057 1.402499 2.495306 1.0 0.3 -0.1
C 1.825059 0.563186 2.320037 0.2 1.3 0.0
H 2.125602 -0.264648 2.968038 -0.2 0.5 -0.3
H 3.268901 0.381776 0.584838 -0.2 0.4 0.2
H -0.196648 3.043018 1.207167 0.4 -0.3 0.1
H -0.070742 1.295367 3.284485 0.3 0.2 -0.2
Tl 0.247028 0.054041 0.455189 2.1 -1.7 0.0
Cl -1.376733 -1.091610 1.676497 -2.6 -1.1 1.6
P -1.285951 0.793758 -1.085733 -1.8 0.9 -2.3
C -2.393997 2.072411 -0.478238 -0.5 0.6 0.3
C -2.751315 3.161525 -1.286597 0.1 0.0 0.1
H -2.305372 3.281453 -2.268469 0.0 0.0 0.1
C -3.679673 4.098237 -0.835576 0.1 -0.1 0.0
H -3.941251 4.939986 -1.471534 0.0 -0.1 0.1
C -4.270517 3.955468 0.416370 0.1 -0.1 -0.1
H -4.994576 4.687587 0.764260 0.1 -0.1 -0.1
C -3.933728 2.868056 1.217885 0.1 0.0 -0.1
H -4.397654 2.742046 2.191949 0.1 0.0 -0.1
C -3.002318 1.932672 0.776404 0.1 -0.1 0.0
H -2.746593 1.077911 1.399692 -0.1 0.1 0.0
C -0.442195 1.461782 -2.514931 0.3 0.2 -0.9
C 0.290370 2.655257 -2.442693 -0.1 0.0 -0.1
H 0.315876 3.224547 -1.517389 -0.1 0.0 -0.2
C 0.982197 3.126243 -3.555734 -0.1 -0.1 0.1
H 1.538560 4.057171 -3.486667 -0.1 -0.2 0.0
C 0.955697 2.410695 -4.750008 -0.1 -0.1 0.1
H 1.496622 2.777271 -5.617354 -0.1 0.0 0.1
C 0.235789 1.221838 -4.826981 0.1 0.0 0.0
H 0.214192 0.654573 -5.751949 0.0 0.1 0.1
C -0.459539 0.746970 -3.720433 0.1 0.2 0.1
H -1.017323 -0.182467 -3.783874 0.1 0.1 -0.1
C -2.353370 -0.504793 -1.687913 -0.5 -0.7 -0.4
C -3.589230 -0.136661 -2.227249 -0.1 -0.2 -0.1
H -3.903001 0.902093 -2.210274 0.0 -0.1 0.0
C -4.430602 -1.098259 -2.780906 0.1 0.1 0.1
H -5.388620 -0.794214 -3.193307 0.1 -0.1 0.1
C -4.048799 -2.435610 -2.797215 0.2 0.1 0.1
H -4.707650 -3.184881 -3.226511 0.1 0.1 0.1
C -2.820286 -2.810584 -2.257143 0.1 0.1 0.0
H -2.517719 -3.853503 -2.261381 0.0 0.1 0.0
C -1.972098 -1.855397 -1.705760 0.0 0.3 0.0
H -1.016424 -2.152597 -1.280718 -0.1 0.0 0.0
O 2.986026 -1.887954 -0.169790 0.1 -0.3 -0.3
C 2.370826 -2.178370 0.842215 -0.1 0.6 0.6
O 1.211761 -1.725965 1.183030 0.5 -1.4 -0.7
C 3.016839 -2.924301 1.990926 0.9 -0.3 1.0
C 2.317657 -3.184406 3.192896 0.0 0.1 -0.7
C 2.967330 -3.653881 4.320393 0.7 -0.2 0.2
C 4.359846 -3.865844 4.293428 -1.0 0.6 -1.7
C 5.072431 -3.612419 3.101253 0.0 -0.3 0.9
C 4.411895 -3.149573 1.978845 -0.7 0.1 -0.3
N 5.039228 -4.290183 5.473328 2.2 -1.2 3.9
O 4.375145 -4.493451 6.547087 1.5 0.6 -3.3
O 6.306662 -4.435443 5.454031 -3.5 0.5 -0.4
H 1.245998 -2.994439 3.252329 0.3 0.0 -0.2
H 2.401890 -3.832802 5.227196 0.2 0.0 0.0
H 6.146324 -3.759276 3.071399 -0.1 0.0 0.1
H 4.983901 -2.922855 1.076529 -0.3 -0.1 0.2
```
Forces are in eV/Å.